{"formula": "C31H42BrEuN6O2Si2", "method": "ωB97M-V/def2-TZVPD", "elements": ["Eu", "C", "N", "C", "C", "C", "C", "C", "C", "N", "C", "C", "C", "C", "C", "C", "N", "C", "C", "C", "C", "C", "N", "H", "H", "H", "H", "H", "H", "H", "H", "H", "H", "H", "H", "H", "H", "H", "H", "H", "H", "O", "N", "N", "O", "C", "C", "C", "C", "C", "C", "H", "H", "H", "H", "H", "Br", "C", "Si", "C", "C", "C", "Si", "C", "C", "C", "H", "H", "H", "H", "H", "H", "H", "H", "H", "H", "H", "H", "H", "H", "H", "H", "H", "H", "H"], "positions_angstrom": [[-0.95388, 1.11579, -0.00632], [-3.41131, 0.13402, 2.32148], [-2.05250, -0.32320, 2.02064], [-1.17584, -0.23555, 3.19267], [-0.49499, 1.09698, 3.41820], [0.03255, 1.37620, 4.67235], [0.77168, 2.53130, 4.85575], [0.96635, 3.37360, 3.77155], [0.40296, 3.02228, 2.55992], [-0.32227, 1.91560, 2.38304], [-2.06537, -1.70144, 1.51780], [-2.74724, -1.83312, 0.18160], [-3.55510, -2.92264, -0.10240], [-4.09539, -3.05452, -1.37138], [-3.81519, -2.07706, -2.31362], [-3.00967, -1.01611, -1.94645], [-2.47258, -0.88874, -0.72923], [-3.49143, 1.62991, 2.48104], [-4.20627, 2.21323, 3.51590], [-4.29962, 3.59549, 3.57185], [-3.67376, 4.34290, 2.58740], [-2.96895, 3.67501, 1.59980], [-2.86871, 2.35047, 1.54777], [-3.80858, -0.36059, 3.21907], [-4.05174, -0.14406, 1.48039], [-0.35893, -0.94753, 3.04648], [-1.71474, -0.52847, 4.10387], [-0.12102, 0.68140, 5.48851], [1.19474, 2.76430, 5.82381], [1.54867, 4.27983, 3.85940], [0.54435, 3.63782, 1.67790], [-2.52382, -2.39325, 2.23795], [-1.02030, -1.99216, 1.37542], [-3.75314, -3.65936, 0.66529], [-4.72685, -3.89876, -1.61395], [-4.22076, -2.12980, -3.31383], [-2.78615, -0.22093, -2.64717], [-4.68357, 1.59364, 4.26432], [-4.85368, 4.07378, 4.36878], [-3.73307, 5.42222, 2.58465], [-2.46870, 4.22018, 0.80699], [0.59925, -0.11702, 0.70267], [1.45669, -0.20139, -0.40755], [1.71693, 1.06903, -0.94168], [0.69429, 2.00466, -0.87476], [3.01054, 1.54384, -0.97032], [4.10248, 0.74950, -0.58996], [5.39267, 1.23289, -0.72219], [5.63536, 2.50268, -1.22757], [4.55426, 3.29751, -1.58768], [3.25710, 2.83591, -1.45925], [3.91659, -0.23512, -0.18684], [6.22350, 0.60366, -0.42539], [6.64940, 2.86571, -1.33431], [4.72893, 4.29159, -1.98142], [2.41297, 3.45001, -1.73967], [-2.54991, 2.45852, -1.73040], [0.47840, -4.28672, -1.33161], [1.59494, -2.85650, -0.78285], [3.31398, -3.14835, -1.50921], [1.71552, -2.92454, 1.10879], [0.89662, -1.18275, -1.37724], [1.09280, -0.75530, -3.23799], [2.89010, -0.68057, -3.80249], [0.15684, 0.76600, -3.83658], [0.28229, -2.22520, -4.13049], [0.81470, -5.21825, -0.86920], [0.50927, -4.42681, -2.41422], [-0.56558, -4.12907, -1.04518], [3.85551, -3.89994, -0.93046], [3.91355, -2.23641, -1.52253], [3.23779, -3.51424, -2.53613], [2.60504, -3.47870, 1.41697], [0.84858, -3.42400, 1.55138], [1.77639, -1.91551, 1.51675], [-0.19962, -1.22141, -1.21684], [3.49300, -0.01108, -3.18753], [2.93214, -0.32087, -4.83335], [3.34599, -1.67231, -3.77798], [0.16755, 1.58059, -3.11662], [-0.88342, 0.53981, -4.07887], [0.62246, 1.14482, -4.75058], [0.91632, -3.11539, -4.10721], [0.11888, -1.96668, -5.17969], [-0.68731, -2.49131, -3.69995]], "lowdin_charge": [1.55, -0.12, -0.21, -0.12, -0.25, -0.01, -0.05, -0.05, -0.11, 0.02, -0.14, -0.28, -0.02, -0.04, -0.04, -0.15, 0.01, -0.27, -0.02, -0.05, -0.05, -0.15, 0.01, 0.13, 0.13, 0.13, 0.13, 0.12, 0.11, 0.11, 0.12, 0.14, 0.10, 0.12, 0.11, 0.11, 0.05, 0.11, 0.11, 0.11, 0.09, -0.40, -0.26, -0.21, -0.40, -0.22, -0.04, -0.11, -0.12, -0.10, -0.03, 0.09, 0.10, 0.09, 0.10, 0.10, -0.13, -0.17, 0.54, -0.17, -0.17, -0.36, 0.53, -0.16, -0.18, -0.18, 0.03, 0.01, 0.02, 0.03, 0.02, 0.02, 0.03, 0.02, 0.01, 0.03, 0.02, 0.03, 0.01, -0.02, 0.01, 0.04, 0.02, 0.03, 0.02], "lumo_ha": [0.0026, 0.0024], "multiplicity": 7, "charge": 0, "s_squared": 12.02, "homo_ev": [-6.328, -6.340], "gap_ev": [6.40, 6.41]}

{"formula": "C31H42BrN3P2Pt", "method": "ωB97M-V/def2-TZVPD", "elements": ["C", "C", "C", "C", "N", "C", "C", "C", "C", "C", "C", "C", "C", "C", "Pt", "P", "H", "H", "H", "H", "H", "H", "H", "H", "C", "C", "H", "H", "H", "H", "H", "C", "C", "H", "H", "H", "H", "H", "C", "C", "H", "H", "H", "H", "H", "Br", "P", "C", "C", "H", "H", "H", "H", "H", "C", "C", "H", "H", "H", "H", "H", "C", "C", "H", "H", "H", "H", "H", "N", "C", "C", "C", "C", "C", "N", "C", "H", "H", "H", "H"], "positions_angstrom": [[2.91090, -1.30189, 5.39278], [2.46776, -2.30743, 4.52594], [1.36904, -3.11502, 4.89328], [0.69440, -2.76472, 6.06974], [1.07862, -1.75833, 6.85472], [2.15153, -1.04950, 6.53694], [3.10797, -2.44632, 3.25886], [3.57851, -2.29403, 2.12905], [3.62152, -1.86798, 0.77841], [4.27310, -0.66697, 0.42029], [3.60113, 0.18528, -0.45973], [2.43122, -0.29499, -1.08621], [2.18313, -1.68690, -1.15711], [2.71348, -2.46500, -0.13028], [1.06606, 0.94524, -1.91285], [-0.01176, 0.87549, 0.20678], [1.04833, -3.95958, 4.29213], [3.79838, -0.71600, 5.16618], [-0.18229, -3.32683, 6.38925], [2.44701, -0.24253, 7.20633], [2.36511, -3.49199, 0.01482], [5.24026, -0.35176, 0.83731], [1.58365, -2.08263, -1.97542], [3.93101, 1.20115, -0.68767], [-1.57058, 1.85467, 0.12233], [-2.62233, 1.71737, 1.23228], [-2.02681, 1.61366, -0.85178], [-1.25040, 2.90548, 0.05456], [-3.45416, 2.38777, 0.97179], [-3.03724, 0.70415, 1.31061], [-2.24839, 2.04035, 2.21303], [-0.37305, -0.73456, 1.05469], [-0.72237, -0.72068, 2.55378], [0.53300, -1.34783, 0.91794], [-1.17965, -1.21919, 0.48088], [-1.02769, -1.73657, 2.84484], [0.14412, -0.46478, 3.18197], [-1.55505, -0.04767, 2.80356], [1.10556, 1.61928, 1.46050], [0.42596, 2.44073, 2.55212], [1.85191, 2.23120, 0.93640], [1.66366, 0.77635, 1.90033], [1.20696, 2.90208, 3.17060], [-0.19038, 3.25005, 2.14304], [-0.19609, 1.82740, 3.21715], [0.07698, 1.47545, -4.19362], [-1.62319, -1.02627, -2.57211], [-3.07311, -1.08240, -1.42935], [-4.34522, -1.56536, -2.10680], [-3.21966, -0.06483, -1.02793], [-2.82081, -1.73579, -0.57489], [-5.15934, -1.55081, -1.37050], [-4.63757, -0.92010, -2.94248], [-4.24967, -2.59467, -2.47636], [-2.23810, -0.81451, -4.28329], [-2.27989, -2.02389, -5.18064], [-1.53635, -0.09318, -4.74388], [-3.20157, -0.29869, -4.21590], [-2.48620, -1.64374, -6.18674], [-1.31149, -2.53816, -5.20552], [-3.07108, -2.73654, -4.92230], [-0.91386, -2.73518, -2.43713], [-1.88586, -3.91126, -2.40196], [-0.30201, -2.74033, -1.51559], [-0.20953, -2.81660, -3.28216], [-1.29994, -4.82611, -2.24505], [-2.59929, -3.83100, -1.57341], [-2.44507, -4.04184, -3.33591], [-1.64611, 6.76843, -3.11268], [-0.79291, 6.11369, -2.64380], [0.24163, 5.25546, -2.09419], [1.49880, 5.72473, -1.66727], [2.44982, 4.82664, -1.19381], [2.14359, 3.47243, -1.23242], [0.98894, 3.03843, -1.75068], [-0.00758, 3.88321, -2.09815], [1.73383, 6.78285, -1.72123], [3.43244, 5.11145, -0.82345], [2.79997, 2.68669, -0.86421], [-0.95563, 3.43577, -2.40878]], "lowdin_charge": [-0.01, -0.25, -0.01, -0.13, 0.07, -0.13, 0.06, 0.06, -0.24, 0.00, -0.11, -0.37, -0.14, -0.02, 0.81, 0.92, 0.11, 0.12, 0.11, 0.11, 0.14, 0.14, 0.08, 0.09, -0.37, -0.11, 0.05, 0.08, 0.10, 0.07, 0.07, -0.33, -0.10, 0.07, 0.05, 0.09, 0.08, 0.06, -0.35, -0.11, 0.06, 0.09, 0.10, 0.08, 0.07, 0.20, 1.09, -0.38, -0.11, 0.06, 0.08, 0.10, 0.08, 0.07, -0.43, -0.11, -0.07, 0.09, 0.10, 0.08, 0.08, -0.37, -0.11, 0.06, 0.09, 0.10, 0.08, 0.07, 0.21, -0.14, -0.16, 0.05, 0.01, -0.12, -0.18, -0.13, 0.14, 0.14, 0.08, 0.10], "lumo_ha": [-0.2733, -0.3368], "multiplicity": 3, "charge": 2, "relative_energy_kj_mol": 19.15, "s_squared": 2.01, "homo_ev": [-12.902, -12.889], "gap_ev": [5.47, 3.72]}

{"formula": "C31H42Cl5GaN4O7PSSi", "method": "ωB97M-V/def2-TZVPD", "elements": ["Ga", "O", "C", "O", "C", "C", "C", "N", "C", "C", "C", "O", "O", "H", "H", "H", "C", "N", "C", "N", "C", "N", "C", "P", "C", "C", "H", "H", "H", "H", "H", "H", "H", "H", "H", "H", "H", "H", "C", "C", "C", "C", "O", "Si", "S", "O", "C", "C", "C", "C", "O", "C", "C", "C", "C", "H", "H", "H", "H", "H", "H", "H", "H", "H", "H", "H", "H", "H", "H", "H", "H", "H", "H", "H", "H", "H", "H", "H", "H", "H", "H", "H", "Cl", "C", "C", "C", "Cl", "C", "Cl", "C", "Cl", "C", "Cl"], "positions_angstrom": [[-0.79305, 0.63175, -0.34141], [-0.66752, 5.44598, 4.30086], [-0.76606, 5.83515, 3.13522], [-1.06806, 6.91665, 2.64776], [-0.46987, 4.66609, 2.10175], [0.35079, 3.61564, 2.50047], [0.47597, 2.49805, 1.70862], [-0.21363, 2.37171, 0.57240], [-0.99974, 3.37787, 0.15722], [-1.12217, 4.55259, 0.87506], [-1.75766, 3.07907, -1.11661], [-2.23385, 3.95256, -1.80443], [-1.83238, 1.80866, -1.39169], [0.84989, 3.67688, 3.45433], [1.09616, 1.65805, 1.98117], [-1.75086, 5.35196, 0.51304], [-0.13808, 1.73369, -7.21089], [-0.37015, 0.37768, -6.73747], [-1.80161, 0.11685, -6.75968], [-2.57952, 1.08615, -6.01112], [-2.28720, 2.41386, -6.51709], [-0.87185, 2.74332, -6.47050], [-0.40215, 2.86413, -5.10438], [-0.55772, 1.29227, -4.07254], [0.17955, 0.18060, -5.41187], [-2.34064, 0.98639, -4.58682], [-0.45757, 1.78216, -8.25909], [0.93294, 1.95198, -7.15601], [-1.98676, -0.88499, -6.36021], [-2.13270, 0.15241, -7.80452], [-2.84611, 3.15095, -5.93525], [-2.61090, 2.45351, -7.56429], [-0.97530, 3.65140, -4.60132], [0.65493, 3.15782, -5.12034], [0.02087, -0.86364, -5.11936], [1.26032, 0.36065, -5.45288], [-2.95871, 1.72184, -4.06077], [-2.63844, -0.01480, -4.26105], [-2.04003, 0.52562, 4.42172], [-0.67123, 0.10385, 4.95108], [-0.03360, 1.23400, 5.76319], [-0.78974, -1.17161, 5.78554], [0.22648, -0.14113, 3.87253], [0.25831, -1.03799, 2.54008], [-1.49668, -0.67414, 1.35258], [1.60070, -0.56764, 1.75313], [2.95995, -0.68429, 2.20914], [3.59509, 0.70334, 2.09401], [3.66072, -1.69046, 1.29807], [3.04533, -1.15237, 3.65909], [0.30665, -2.61135, 2.93720], [-0.00688, -3.82157, 2.25429], [0.33150, -3.74071, 0.76543], [-1.49917, -4.09028, 2.43288], [0.83659, -4.91310, 2.92056], [-2.67107, 0.87172, 5.23665], [-2.51675, -0.31451, 3.92083], [-1.92857, 1.33475, 3.70281], [-0.62509, 1.44943, 6.64851], [0.02740, 2.13837, 5.16322], [0.97147, 0.94680, 6.06771], [-1.51811, -1.03896, 6.58100], [0.17578, -1.42520, 6.21708], [-1.10079, -1.98455, 5.13619], [3.44120, 1.10499, 1.09633], [4.66276, 0.65016, 2.29339], [3.14181, 1.37310, 2.82094], [3.61813, -1.35786, 0.26720], [3.16217, -2.65184, 1.37496], [4.69946, -1.80859, 1.58970], [2.52628, -0.44854, 4.29685], [4.08306, -1.21739, 3.97339], [2.57186, -2.12024, 3.77756], [-0.30396, -3.00872, 0.27399], [0.17601, -4.70817, 0.29652], [1.36775, -3.44674, 0.62498], [-2.05421, -3.24734, 2.03200], [-1.73542, -4.19178, 3.48864], [-1.78967, -4.99425, 1.90767], [1.89338, -4.69251, 2.78899], [0.62248, -5.87989, 2.47305], [0.62344, -4.95397, 3.98566], [-2.63847, -1.12339, -1.78780], [-1.03570, -1.55962, -2.17442], [-0.07388, -0.68986, -1.68980], [1.25554, -0.96250, -1.92844], [2.32484, 0.24185, -1.37744], [1.64886, -2.12020, -2.58516], [3.31250, -2.49915, -2.77066], [0.66741, -2.98380, -3.07451], [1.12478, -4.41069, -3.91264], [-0.68575, -2.68848, -2.89950], [-1.89605, -3.70547, -3.56231]], "lowdin_charge": [0.20, -0.03, -0.72, -0.02, -0.05, 0.01, -0.08, 0.05, -0.15, 0.08, -0.55, 0.09, -0.12, 0.11, 0.08, 0.13, -0.21, -0.16, -0.20, -0.16, -0.20, -0.17, -0.33, 1.08, -0.33, -0.33, 0.12, 0.12, 0.13, 0.12, 0.13, 0.12, 0.08, 0.08, 0.08, 0.09, 0.09, 0.05, -0.05, -0.63, -0.01, -0.02, -0.14, -0.06, 0.57, -0.16, -0.61, -0.02, -0.02, -0.03, -0.14, -0.64, -0.02, -0.03, -0.02, 0.09, 0.05, 0.08, 0.09, 0.08, 0.08, 0.09, 0.09, 0.07, 0.06, 0.09, 0.09, 0.03, 0.07, 0.09, 0.07, 0.09, 0.08, 0.05, 0.09, 0.07, 0.04, 0.08, 0.09, 0.08, 0.08, 0.08, 0.78, -0.73, -0.35, -0.72, 0.78, -0.70, 0.70, -0.72, 0.68, -0.72, 0.70], "lumo_ha": 0.0687, "multiplicity": 1, "charge": -1, "relative_energy_kj_mol": 46.01, "homo_ev": -5.768, "gap_ev": 7.64}